(1)
{
  "formula": "CHFINO",
  "method": "ωB97M-V/def2-TZVPD",
  "homo_ev": [-9.680, -9.360],
  "gap_ev": [7.8, 7.5],
  "total_energy_ha": -566.03517,
  "smiles": "F/C=N/OI",
  "species": ["F", "C", "N", "O", "I", "H"],
  "coordinates": [[1.234, -0.807, -0.523], [0.059, -0.656, 0.087], [-0.978, -2.011, -0.018], [-2.194, -1.776, 0.275], [-3.073, 0.119, 0.153], [-0.630, 0.198, -0.242]],
  "forces_ev_per_a": [[-1.129, 0.066, 0.649], [-3.782, -3.433, -1.344], [3.394, 3.965, 0.214], [0.519, -0.234, 0.132], [-0.502, 0.353, 0.041], [1.500, -0.716, 0.309]],
  "nbo_charge": [-0.3104, 0.2828, 0.0045, -0.3827, 0.2633, 0.1425]
}



(2)
{
  "formula": "CH4ClN2O",
  "method": "ωB97M-V/def2-TZVPD",
  "homo_ev": -15.631,
  "total_charge": 1,
  "gap_ev": 10.8,
  "total_energy_ha": -685.11821,
  "smiles": "NC(=[NH2+])OCl",
  "species": ["N", "C", "N", "O", "Cl", "H", "H", "H", "H"],
  "coordinates": [[0.858, 0.805, -0.033], [-0.035, -0.088, 0.024], [-0.108, -1.214, 0.622], [-1.284, 0.106, -0.785], [-1.465, 1.646, -1.438], [1.593, 0.888, 0.666], [0.800, 1.434, -0.803], [0.392, -1.607, 1.375], [-0.751, -1.969, 0.371]],
  "forces_ev_per_a": [[1.694, 0.905, 1.147], [-4.963, -0.063, -2.997], [-1.058, -2.683, 0.637], [3.129, -0.533, 1.662], [0.081, -0.208, -0.040], [0.029, -0.108, -0.476], [0.005, 1.015, -0.291], [1.677, 0.541, 0.879], [-0.594, 1.135, -0.522]],
  "nbo_charge": [-0.7352, 0.8215, -0.7500, -0.4853, 0.3312, 0.4547, 0.4529, 0.4477, 0.4624]
}



(3)
{
  "formula": "C4H10O5",
  "method": "ωB97M-V/def2-TZVPD",
  "homo_ev": -10.234,
  "gap_ev": 10.8,
  "total_energy_ha": -534.64474,
  "smiles": "O=C(O)O.CCC=O.O",
  "species": ["O", "C", "O", "O", "H", "H", "C", "C", "C", "O", "H", "H", "H", "H", "H", "H", "O", "H", "H"],
  "coordinates": [[1.264, 1.703, -1.403], [1.355, 1.894, -0.219], [0.358, 2.184, 0.577], [2.506, 1.807, 0.450], [-0.494, 2.207, 0.036], [3.224, 1.611, -0.168], [0.175, -2.610, 0.501], [0.024, -1.091, 0.328], [-1.423, -0.780, 0.586], [-2.294, -0.843, -0.225], [-0.248, -2.933, 1.454], [-0.344, -3.128, -0.299], [1.225, -2.896, 0.479], [0.302, -0.817, -0.690], [0.659, -0.576, 1.044], [-1.657, -0.596, 1.670], [-1.594, 1.939, -1.169], [-0.972, 1.818, -1.892], [-2.067, 1.108, -1.062]],
  "forces_ev_per_a": [[0.051, -0.134, -0.959], [-0.009, -0.049, -0.078], [-0.390, 0.202, 0.496], [0.186, 0.083, 0.582], [0.550, -0.134, 0.025], [-0.306, 0.026, -0.118], [0.033, 0.056, 0.101], [-0.048, -0.247, -0.262], [0.961, -0.198, 1.484], [-0.806, 0.244, -0.896], [0.044, -0.079, 0.018], [-0.078, -0.092, -0.049], [0.030, -0.009, 0.009], [-0.024, 0.139, 0.013], [-0.007, 0.147, 0.056], [-0.052, 0.028, -0.403], [-0.266, 0.396, 0.246], [0.252, -0.129, -0.160], [-0.122, -0.249, -0.105]],
  "nbo_charge": [-0.6879, 0.9840, -0.6979, -0.6796, 0.5255, 0.5023, -0.5929, -0.5237, 0.4706, -0.5568, 0.2059, 0.2169, 0.2199, 0.2324, 0.2235, 0.1053, -0.9535, 0.5044, 0.5017]
}



(4)
{
  "formula": "C3H2FO3Rb",
  "method": "ωB97M-V/def2-TZVPD",
  "homo_ev": -20.000,
  "total_charge": 2,
  "gap_ev": 9.7,
  "total_energy_ha": -464.46530,
  "species": ["C", "C", "O", "C", "O", "O", "Rb", "F", "H", "H"],
  "coordinates": [[1.414, 0.506, -0.031], [1.169, -0.961, -0.227], [-0.135, -1.124, -0.124], [-0.760, 0.086, 0.189], [0.198, 1.050, 0.166], [-1.888, 0.207, 0.488], [-5.902, 1.105, -0.243], [2.331, 0.884, 0.782], [1.812, -1.718, 0.243], [1.761, -0.036, -1.245]],
  "forces_ev_per_a": [[-1.268, -5.386, 1.532], [-0.285, 3.237, 3.732], [0.345, -0.687, -1.553], [-1.436, 0.119, 0.722], [0.580, 1.145, -1.034], [1.052, -0.095, -0.647], [-0.180, 0.031, 0.024], [0.911, 0.944, -1.114], [0.441, -0.146, -1.462], [-0.160, 0.838, -0.201]],
  "nbo_charge": [0.6269, 0.2241, -0.3677, 0.9726, -0.4074, -0.4408, 0.9996, -0.1877, 0.3314, 0.2491]
}